Density functional theory data (ωB97M-V with the def2-TZVPD basis set) for a cluster of 5 separate species, CH11O4S in total in a non-equilibrium geometry.

Summary:
Total charge   -1
Frontier orbital gap   7.658 eV
E_HOMO   -3.89 eV
Calculated total energy   -20242.271 eV
Relative energy (zero: lowest compared OMol25 entry of this formula, charge and spin)   15.01 kcal/mol

Each line ends with the natural charge from an NBO analysis.
Atoms and positions in Å:
C 0.666 1.749 0.718  -0.75
S -1.071 2.288 0.169  -0.62
H 1.463 2.515 0.612  0.19
H 1.082 0.806 0.139  0.18
H 0.793 1.463 1.834  0.17
H -1.770 0.344 0.665  0.49
H -2.019 -1.034 1.446  0.45
O -2.062 -0.714 0.590  -1.04
H -1.559 0.175 -2.574  0.46
H -0.738 0.981 -1.575  0.49
O -0.630 0.344 -2.340  -1.01
H 1.813 -1.954 0.389  0.49
H 1.717 -0.715 1.236  0.47
O 2.337 -1.331 0.899  -0.97
H -0.657 -1.443 -0.413  0.51
H 0.553 -1.423 -1.184  0.48
O 0.083 -2.053 -0.610  -1.00